Record 1
An isolated ion of composition C5H12NS and charge -1 at a distorted geometry, computed with ωB97M-V/def2-TZVPD.

Values from the calculation:
* net charge: -1

Last column: Löwdin charge in e.
Geometry (Å):
C: 1.2466 -0.7438 0.7392  -0.277
C: 2.3489 0.1970 0.2622  -0.693
S: 2.4633 0.5509 -1.5916  0.076
C: -0.1386 -0.1169 0.8829  -0.237
N: -1.1084 -0.4435 -0.1502  -0.282
C: -2.3521 0.2007 0.2105  -0.154
C: -0.6728 -0.0133 -1.4607  -0.161
H: 1.6310 -1.1188 1.6929  0.089
H: 1.3049 -1.5854 0.1225  0.072
H: 2.1732 1.2113 0.6091  0.008
H: 3.3712 -0.1215 0.4101  0.000
H: 0.0470 0.9683 0.8075  0.112
H: -0.5312 -0.3804 1.8462  0.099
H: -2.2575 1.3031 0.2934  0.080
H: -2.6713 -0.1750 1.1759  0.066
H: -3.1613 0.0770 -0.5256  0.076
H: 0.1822 -0.5743 -1.7378  -0.010
H: -1.4326 -0.2860 -2.1755  0.072
H: -0.4425 1.0505 -1.4110  0.064

---

Record 2
A 2-piece molecular cluster, C5H12NS2 overall at a distorted geometry, computed with ωB97M-V/def2-TZVPD.

Values from the calculation:
* net charge: -1

Last column: Löwdin charge in e.
Geometry (Å):
C: -1.4365 -0.4775 0.3120  -0.301
C: -2.2051 0.5293 -0.5505  -0.837
S: -3.9592 0.4623 -0.2000  0.205
C: 0.0731 -0.3203 0.1890  -0.334
N: 0.6110 -0.7400 -1.0289  0.089
C: 1.9346 -0.3797 -1.1695  -0.353
C: 2.8195 -0.9569 -0.0003  -0.738
S: 2.9072 -0.0584 1.5064  0.442
H: -1.7552 -0.3358 1.3465  0.087
H: -1.7246 -1.4923 0.0673  0.092
H: -1.8238 1.5374 -0.3347  0.025
H: -2.0129 0.2833 -1.5991  0.035
H: 0.3513 0.7050 0.4288  0.097
H: 0.5511 -0.9174 1.0173  0.120
H: -0.1796 2.6217 -2.1376  0.048
H: 2.3494 -0.7390 -2.1186  0.101
H: 2.0767 0.7058 -1.1478  0.098
H: 2.4799 -1.9681 0.2220  0.049
H: 3.8095 -1.0505 -0.4558  0.057
H: -0.0193 1.9026 -1.9935  0.018

---

Record 3
A 2-piece molecular cluster, C5H12O overall at a distorted geometry, computed with ωB97M-V/def2-TZVPD.

Last column: Löwdin charge in e.
Geometry (Å):
C: -0.7571 1.5629 0.7568  -0.100
C: 0.3174 0.9379 -0.2110  -0.251
C: 0.8079 -0.4062 0.1686  -0.390
C: 1.7893 -0.9752 -0.5250  0.032
C: 0.1020 -1.1461 1.2788  -0.075
H: -0.2126 1.6962 1.6804  0.065
H: -1.0354 2.5545 0.3914  0.072
H: -1.6184 0.9271 0.9313  0.056
H: 0.1495 1.2288 -1.2508  0.103
H: 1.1363 1.6553 -0.0296  0.112
H: 2.3711 -1.8821 -0.4556  0.058
H: 2.0897 -0.4914 -1.4535  0.063
H: -0.9650 -1.2914 1.0258  0.077
H: 0.2983 -2.2160 1.4286  0.082
H: 0.0902 -0.6487 2.2545  0.077
H: -1.6198 -0.4374 -2.8167  0.049
H: -1.6537 -0.3222 -1.2068  0.007
O: -1.2896 -0.7458 -1.9674  -0.036

---

Record 4
One molecule with the formula C5H12O, computed with ωB97M-V/def2-TZVPD.

Last column: Löwdin charge in e.
Geometry (Å):
C: 1.0908 0.4750 -1.2719  -0.082
C: 0.6980 0.2359 0.1875  -0.455
C: 1.8306 -0.4549 0.9471  -0.089
C: -0.6100 -0.5534 0.3076  -0.176
C: -1.8370 0.2291 -0.1509  -0.284
O: -2.9570 -0.2486 0.5739  -0.072
H: 0.2869 0.9570 -1.8408  0.072
H: 1.3245 -0.4774 -1.7656  0.083
H: 1.9783 1.1144 -1.3435  0.077
H: 0.5289 1.2156 0.6604  0.131
H: 2.0757 -1.4235 0.4931  0.081
H: 1.5521 -0.6347 1.9919  0.076
H: 2.7399 0.1573 0.9406  0.076
H: -0.5319 -1.4990 -0.2471  0.125
H: -0.7823 -0.8170 1.3581  0.118
H: -1.9967 0.1161 -1.2348  0.115
H: -1.6766 1.3028 0.0443  0.119
H: -3.7139 0.3053 0.3501  0.085

---

HOMO-LUMO gap for every record listed, in sequence, given in eV: 5.93 3.46 9.66 11.22.
LUMO energy for every record listed, in sequence, given in eV: 3.78 0.41 0.83 0.96.